# 1
C11H12N2OS | ωB97M-V with the def2-TZVPD basis set

Properties
frontier orbital gap: 9.19 eV
net charge: 0
lowest unoccupied orbital energy: 0.623 eV

Atoms and positions in Å:
C 0.67819 0.97905 -0.57687
C -0.85451 2.10825 3.38288
C -0.58411 1.69099 2.08652
C -0.37241 1.29240 4.36365
C 0.34779 -0.36902 2.92264
C 0.04867 0.45732 1.80718
C -0.90979 -0.91572 -2.41311
C 0.32958 -1.73535 -2.62342
C -1.50562 -0.16251 -3.26889
C 1.54222 -1.39028 -1.68007
C 0.57320 0.11550 0.41267
N 0.98891 1.82700 -1.38309
N 0.20743 0.10722 4.12801
O -0.20054 -2.38894 0.14155
S 0.98964 -1.59861 0.05011
H -1.34622 3.11968 3.58247
H -0.89597 2.24995 1.23568
H -0.35583 1.72457 5.40377
H 0.56917 -1.42005 2.74934
H 0.46786 2.04418 -2.13164
H -1.42063 -1.02230 -1.41917
H 0.04823 -2.83135 -2.33738
H 0.69911 -1.58778 -3.65487
H -2.30515 0.34666 -2.81562
H -1.08952 -0.08285 -4.29570
H 2.32626 -2.12884 -1.70227
H 2.02402 -0.42917 -1.96436

These are the natural (NBO) partial charges, in e, on atoms 1 to 6: 0.49, -0.25, -0.18, 0.02, 0.05, -0.05



# 2
C11H12N2S | ωB97M-V with the def2-TZVPD basis set

Properties
frontier orbital gap: 7.52 eV
net charge: 0
lowest unoccupied orbital energy: 0.149 eV
SMILES: C=c1ccsc1=C1CC1.c1c[nH]cn1

Atoms and positions in Å:
C 2.55665 0.69832 -0.16059
C -1.04686 0.85238 -2.13242
C 2.27512 1.67322 0.71960
C -1.55870 2.50449 -0.70456
C 1.71619 -0.46316 -0.09528
C -2.07447 0.46734 -1.25664
C 0.73854 -0.29249 0.92495
C -1.35999 -1.42486 2.22101
C -0.73595 -2.50414 1.36598
C -0.24983 -1.10633 1.34154
C 1.84682 -1.49117 -0.97515
N -2.34648 1.48257 -0.38979
N -0.73939 2.12344 -1.76000
S 0.88068 1.32691 1.74594
H 3.50862 0.65526 -0.57438
H -0.66497 0.47806 -3.11333
H 2.76412 2.51089 0.88456
H -1.74504 3.27174 -0.08774
H -2.47452 -1.32936 2.04847
H -1.18193 -1.42305 3.34357
H -0.20252 -3.31285 1.94287
H -1.30074 -2.98358 0.53109
H -2.51775 -0.51848 -1.27548
H 2.65159 -1.51551 -1.68794
H 1.21783 -2.33632 -0.80741
H 0.04299 2.65664 -2.04886

These are the natural (NBO) partial charges, in e, on atoms 1 to 6: -0.26, -0.11, -0.29, 0.12, -0.08, -0.10



# 3
C11H12N3O | ωB97M-V with the def2-TZVPD basis set

Properties
frontier orbital gap: 6.53 eV
net charge: +1
lowest unoccupied orbital energy: -4.029 eV
SMILES: N/[NH+]=C(/O)c1cccc2cccc(N)c12

Atoms and positions in Å:
C -0.63492 2.89717 0.17104
C 2.92115 -0.30187 -0.63906
C 0.60367 2.48623 -0.22071
C 2.34619 0.97871 -0.58840
C -1.52290 1.84001 0.49592
C 2.31572 -1.29417 0.16029
C 1.11281 1.21123 -0.09101
C 0.35025 0.15440 0.44783
C -1.04855 0.53722 0.57324
C 1.10518 -1.01466 0.92529
C -2.29992 -0.31254 0.25296
N 1.03814 -1.79764 2.04143
N -2.05553 -1.34400 -0.54147
N -0.85123 -1.50670 -1.21333
O -3.55009 0.02812 0.47310
H -1.07523 3.82757 -0.04278
H 3.92978 -0.52459 -0.91663
H 1.27590 3.13068 -0.76229
H 2.73988 1.66344 -1.25538
H -2.58239 2.06131 0.61955
H 2.66480 -2.29753 0.03162
H 0.11239 -1.98989 2.47286
H -2.93459 -1.74420 -0.98427
H -0.61158 -2.42359 -1.25344
H 1.71334 -2.43322 2.08942
H -0.92086 -1.24058 -2.17692
H -4.14143 -0.59091 -0.06887

These are the natural (NBO) partial charges, in e, on atoms 1 to 6: -0.25, -0.17, -0.07, -0.22, -0.11, -0.28



# 4
C11H12N4O5Yb | ωB97M-V with the def2-TZVPD basis set

Properties
frontier orbital gap (spin up / spin down): 4.72 / 4.19 eV
net charge: +3
lowest unoccupied orbital energy (spin up / spin down): -13.955 / -14.484 eV
spin multiplicity: 2

Atoms and positions in Å:
O 0.77709 -0.47167 -6.20294
C 0.63630 -0.38601 -5.07212
Yb 0.31800 -0.18010 -2.17051
O 1.71701 3.12718 -2.74165
C 1.28367 2.06762 -2.66070
C -0.56549 -2.48310 -2.54064
O -0.99914 -3.54675 -2.56823
C 2.62169 -1.12660 -2.22828
O 3.68084 -1.55689 -2.11407
C -1.90279 0.71307 -2.85003
O -2.95243 1.13351 -3.05489
C -1.19486 -0.80236 0.50017
N 0.00435 -0.00012 0.05078
C 1.20430 -0.50398 0.81411
N 1.02548 -0.39772 2.28905
C -0.19471 -1.17650 2.66357
N -1.43884 -0.69888 1.96712
C -1.61646 0.74829 2.30326
N -0.44637 1.59448 1.92005
C -0.22315 1.43730 0.45442
C 0.76439 1.03743 2.61906
H -1.01126 -1.85947 0.23945
H -2.07365 -0.41795 -0.04644
H 2.07497 0.10210 0.50911
H 1.35583 -1.56257 0.54028
H -0.35173 -1.06145 3.74457
H -0.03180 -2.23260 2.39245
H -2.50478 1.12177 1.76823
H -1.74632 0.82640 3.38998
H 0.67072 2.01602 0.16223
H -1.11107 1.79793 -0.09311
H 0.58808 1.11031 3.70090
H 1.64215 1.63131 2.31484

These are the natural (NBO) partial charges, in e, on atoms 1 to 6: -0.27, 0.48, 1.69, -0.21, 0.43, 0.43



# 5
C11H12O | ωB97M-V with the def2-TZVPD basis set

Properties
frontier orbital gap (spin up / spin down): 7.63 / 7.62 eV
net charge: 0
lowest unoccupied orbital energy (spin up / spin down): 0.540 / -0.504 eV

Atoms and positions in Å:
C -2.52839 -1.50953 0.17775
C -2.02997 -1.47813 -1.09223
C -2.04618 -0.66616 1.20244
C -1.00277 -0.65247 -1.45688
C -1.03986 0.25887 0.83013
C -0.51741 0.27369 -0.50715
C 0.47559 3.15445 0.53645
C 1.05190 2.39117 -0.41594
C 1.81056 -1.57639 0.95696
C 2.35919 -0.80534 -0.13383
C 0.52724 1.10406 -0.92281
O 1.95415 -2.12410 -0.35766
H -3.28024 -2.30633 0.45787
H -2.34705 -2.16970 -1.92395
H -2.22503 -0.83499 2.33623
H -0.50755 -0.70505 -2.53247
H -0.52795 0.91356 1.56009
H 0.98126 4.08196 0.70417
H -0.56382 2.90782 0.75980
H 1.85114 2.64078 -1.00857
H 2.50428 -1.99806 1.64698
H 0.78261 -1.22298 1.33064
H 3.33227 -0.43652 -0.23274
H 0.98603 0.75940 -1.91527

These are the natural (NBO) partial charges, in e, on atoms 1 to 6: -0.22, -0.23, -0.21, -0.15, -0.22, -0.14



# 6
C11H12O4Pb | ωB97M-V with the def2-TZVPD basis set

Properties
frontier orbital gap: 8.51 eV
net charge: 0
lowest unoccupied orbital energy: -0.832 eV

Atoms and positions in Å:
Pb -0.01864 -0.41318 -2.34699
C -3.34603 -1.19145 1.09712
C -1.97390 -0.70238 0.77827
C -1.75939 0.59833 0.28866
C -0.52494 1.15458 0.29577
C -0.38727 2.60155 -0.11738
C 0.58090 0.32478 0.51002
C 0.42578 -1.03766 0.81910
C 1.62106 -1.93161 1.06066
C -0.87806 -1.52230 0.98826
H -3.56349 -2.24171 0.83316
H -4.14255 -0.60116 0.71099
H -3.45789 -1.16259 2.16419
H -2.58960 1.19848 0.03764
H 0.62830 2.82594 -0.44742
H -0.60975 3.29409 0.69076
H -1.03160 2.85568 -0.96696
H 1.60919 0.76445 0.37954
H 1.94538 -2.45434 0.15593
H 1.36803 -2.62897 1.89897
H 2.42629 -1.27155 1.33757
H -1.04505 -2.54769 1.34307
O 3.79693 -0.13236 -1.09431
C 2.76509 -0.02609 -1.68533
O 1.97515 -1.03670 -1.97217
C 2.24427 1.42438 -2.13451
O 2.91975 2.39943 -2.00314
O 1.02202 1.46005 -2.62147

These are the natural (NBO) partial charges, in e, on atoms 1 to 6: 1.52, -0.64, 0.01, -0.22, -0.01, -0.65



# 7
C11H13Br9F6O4 | ωB97M-V with the def2-TZVPD basis set

Properties
frontier orbital gap (spin up / spin down): 7.81 / 2.90 eV
net charge: +1
lowest unoccupied orbital energy (spin up / spin down): -5.100 / -10.006 eV
spin multiplicity: 2

Atoms and positions in Å:
C -1.72178 7.99416 -19.33641
Br -0.71158 8.87690 -17.83549
Br -3.68932 8.23181 -19.33740
Br -1.03796 6.15456 -19.79270
H -1.39338 8.70596 -20.09376
C -0.79534 3.18810 -21.22334
Br -0.57465 1.19460 -21.17841
Br -2.58804 3.65456 -21.88300
Br 0.54200 4.26477 -22.18655
H -0.90049 3.55827 -20.20352
C 0.09220 0.80009 -16.30933
Br -1.10186 -0.78130 -16.45388
Br -0.14563 2.31877 -17.63759
Br 1.90648 0.01322 -16.53000
H 0.16332 1.15512 -15.28122
C 2.64196 0.87974 -20.44470
C 3.77251 0.02088 -19.85836
O 4.47953 -0.83626 -20.77093
C 5.49868 -0.36792 -21.47761
O 5.65979 0.80569 -21.65437
C 6.34332 -1.47313 -22.09691
F 7.44361 -1.56950 -21.35667
F 5.80877 -2.66825 -22.11924
F 6.63703 -1.05656 -23.39846
H 3.02120 1.52199 -21.23956
H 2.19282 1.40561 -19.60218
H 1.94821 0.21966 -20.96538
H 3.40528 -0.67732 -19.10619
H 4.38836 0.64838 -19.21409
C -6.13200 4.31617 -22.01194
C -6.37174 4.34895 -23.51002
O -6.87953 5.67358 -23.92652
C -7.16844 5.88913 -25.26449
O -7.08569 4.99977 -26.14095
C -7.57454 7.34898 -25.60305
F -7.30932 8.27271 -24.75337
F -6.89769 7.70985 -26.65233
F -8.81060 7.27249 -25.88632
H -6.30472 3.33204 -21.57635
H -6.91094 4.89996 -21.52149
H -5.17603 4.76842 -21.74792
H -7.15633 3.65300 -23.80698
H -5.43584 4.12973 -24.02396

These are the natural (NBO) partial charges, in e, on atoms 1 to 6: -0.45, 0.14, 0.14, 0.13, 0.23, -0.51



# 8
C11H13BrCrO | ωB97M-V with the def2-TZVPD basis set

Properties
frontier orbital gap (spin up / spin down): 5.19 / 5.20 eV
net charge: -2
lowest unoccupied orbital energy (spin up / spin down): 5.645 / 5.622 eV
spin multiplicity: 5

Atoms and positions in Å:
C 0.94179 -0.30062 1.82360
C -0.15267 -0.62360 2.70175
C -0.70325 -1.88092 2.23855
H -0.38147 -0.11551 3.64298
C -0.00795 -2.26277 1.02309
C 1.04472 -1.32035 0.83034
H 1.88747 -1.44487 0.14873
H 1.64027 0.51998 1.95702
H -1.51316 -2.45869 2.69278
H -0.21008 -3.14132 0.39401
Cr -1.06778 -0.37398 0.71078
Br -1.62428 0.41441 -1.50950
C 1.04228 1.68983 -2.69417
C 2.10225 0.73282 -2.74799
C 3.02619 1.03471 -1.69891
H 2.19973 -0.06998 -3.47843
C 2.53080 2.17968 -0.99222
C 1.30674 2.58221 -1.60865
H 0.70075 3.44503 -1.33362
H 0.18560 1.73147 -3.36324
H 3.96159 0.50970 -1.49606
H 3.02045 2.67353 -0.15256
C -4.01427 -0.69856 0.55163
O -2.93791 -0.55284 1.43100
H -4.20006 -1.73817 0.21371
H -3.83534 -0.11297 -0.37447
H -4.94241 -0.41822 1.08985

These are the natural (NBO) partial charges, in e, on atoms 1 to 6: -0.36, -0.39, -0.30, 0.22, -0.42, -0.31



The records above give, respectively, energy above the lowest of the compared OMol25 structures with the same formula, charge and spin values of 425.85 426.54 239.70 0.00 561.32 0.00 75.95 0.00 kJ/mol.
The records above give, respectively, total energy values of -1009.15114 -933.90598 -665.51204 -2179.10043 -501.36410 -920.21605 -24492.76401 -4120.62714 Ha.